#w
# C2H2F3I

C2H2F3I as an isolated structure (wB97M-V/def2-TZVPD, OMol25).

Calculated values
Highest occupied orbital energy = -9.8835 eV
Net charge = 0
HOMO-LUMO gap = 10.017 eV
LUMO = 0.00491 hartree
Spin multiplicity = 1

Last column: Löwdin charge in e.
Element x y z (Å)
C  -0.23607  0.27132  1.02264  -0.11
C  0.39402  -0.13426  -0.83589  -0.85
F  0.58414  1.18181  1.59589  -0.03
F  1.28734  0.58430  -1.42525  0.05
F  0.89324  -1.44453  -0.70882  -0.07
I  -1.43528  -0.19250  -1.99457  0.81
H  -0.13844  -0.83156  1.36341  0.11
H  -1.34895  0.56542  0.98257  0.09

=====

#x
# C2H2F3I

C2H2F3I in the gas phase (wB97M-V/def2-TZVPD, OMol25).

Calculated values
Highest occupied orbital energy = -10.0849 eV
Net charge = 0
HOMO-LUMO gap = 9.923 eV
LUMO = -0.00595 hartree
Spin multiplicity = 1

Last column: Löwdin charge in e.
Element x y z (Å)
F  0.45251  -0.12767  1.89373  0.10
C  0.66750  0.12642  0.60150  -0.39
F  1.20635  1.34026  0.41646  0.05
C  -0.69470  0.01931  -0.40014  -0.58
F  -1.70724  -0.59880  0.25902  -0.10
I  -0.45475  -1.36019  -2.12462  0.74
H  1.49791  -0.35962  0.25307  0.10
H  -0.96758  0.96028  -0.89902  0.07

=====

Most stable pick: #x. Distance to second place: 0.0343 hartree.

=====

#w
# CH5BrP2

A 2-piece molecular cluster, CH5BrP2 overall (wB97M-V/def2-TZVPD, OMol25).

Calculated values
Highest occupied orbital energy (spin up / spin down) = -8.5952 / -8.5787 eV
Net charge = 0
HOMO-LUMO gap (spin up / spin down) = 7.627 / 7.495 eV
LUMO (spin up / spin down) = -0.03557 / -0.03983 hartree
Spin multiplicity = 1

Last column: Löwdin charge in e.
Element x y z (Å)
C  0.62758  -0.53549  0.52281  -1.02
P  -0.38601  -0.69487  -2.25191  0.60
P  -0.54113  0.81030  0.91300  0.65
Br  2.55997  -0.37032  0.46211  0.49
H  0.42731  -1.66936  0.58996  0.00
H  -1.44290  -1.03753  -1.43111  -0.26
H  -0.99779  0.58337  -1.87841  -0.22
H  -0.62298  1.04679  2.28579  -0.14
H  0.37597  1.86711  0.78775  -0.11

=====

#x
# CH5BrP2

A 2-piece molecular cluster, CH5BrP2 overall (wB97M-V/def2-TZVPD, OMol25).

Calculated values
Highest occupied orbital energy = -8.6219 eV
Net charge = 0
HOMO-LUMO gap = 8.360 eV
LUMO = -0.00964 hartree
Spin multiplicity = 1

Last column: Löwdin charge in e.
Element x y z (Å)
C  -0.54404  0.84495  1.40525  -0.08
P  -0.14901  -1.29999  0.00359  0.45
P  0.57300  -0.06908  -1.62400  0.01
Br  2.73534  -0.21564  -1.24729  0.08
H  -1.60819  0.79715  1.53658  -0.02
H  -0.16174  1.61062  0.75642  -0.03
H  0.04772  0.61827  2.27203  -0.03
H  -1.45582  -1.19910  -0.50725  -0.19
H  0.56274  -1.08716  -2.59533  -0.17

=====

Most stable pick: #x. Distance to second place: 0.0922 hartree.